This record from the Open Molecules 2025 dataset describes a molecular structure, C44H44BN9O3SeSiTi. The level of theory is ωB97M-V/def2-TZVPD.

```
104
Properties=species:S:1:pos:R:3:lowdin_charge:R:1
Ti -0.028 -0.798 0.442 0.92
C 0.490 0.641 3.922 -0.01
C -0.343 -0.585 3.784 -0.30
C -0.831 -1.386 4.821 0.03
C -1.544 -2.397 4.210 -0.26
C -2.291 -3.541 4.812 -0.01
N -1.478 -2.188 2.888 0.04
N -0.740 -1.082 2.610 0.06
B -2.097 -2.960 1.713 -0.51
N -2.811 -1.947 0.809 0.05
N -2.134 -0.982 0.116 -0.03
C -3.057 -0.181 -0.432 -0.34
C -2.773 1.011 -1.284 -0.06
C -4.328 -0.638 -0.098 0.03
C -4.133 -1.750 0.694 -0.25
C -5.150 -2.625 1.347 -0.01
N -0.954 -3.653 0.947 0.05
N 0.110 -2.951 0.434 0.02
C 0.996 -3.868 0.008 -0.31
C 2.296 -3.572 -0.653 -0.03
C 0.505 -5.145 0.258 0.02
C -0.730 -4.969 0.850 -0.26
C -1.691 -6.008 1.327 -0.01
H 0.437 1.013 4.945 0.09
H 0.144 1.428 3.261 0.06
H 1.535 0.434 3.688 0.08
H -0.684 -1.236 5.879 0.11
H -2.195 -3.509 5.896 0.08
H -1.905 -4.498 4.462 0.08
H -3.352 -3.500 4.561 0.08
H -2.869 -3.786 2.097 0.12
H -1.718 1.274 -1.322 0.04
H -3.327 1.865 -0.893 0.09
H -3.106 0.819 -2.304 0.08
H -5.268 -0.190 -0.376 0.12
H -6.146 -2.284 1.071 0.08
H -5.064 -2.587 2.434 0.08
H -5.041 -3.665 1.039 0.08
H 2.286 -2.617 -1.165 0.02
H 2.497 -4.339 -1.401 0.10
H 3.110 -3.583 0.074 0.09
H 0.987 -6.078 0.014 0.12
H -1.321 -6.991 1.042 0.08
H -2.680 -5.868 0.892 0.09
H -1.800 -5.983 2.412 0.08
Se 4.068 -0.597 0.271 1.08
C 4.378 -1.133 -1.456 -0.65
N 4.654 -1.492 -2.515 0.11
C 1.202 -4.771 -4.350 -0.10
C 0.141 -4.794 -3.452 -0.09
C -0.237 -3.630 -2.798 -0.13
C 0.429 -2.421 -3.022 -0.32
C 1.482 -2.416 -3.939 -0.10
C 1.869 -3.579 -4.595 -0.08
Si -0.191 -0.853 -2.154 0.76
C 0.529 0.625 -3.072 -0.32
C -0.266 1.323 -3.986 -0.11
C 0.257 2.359 -4.750 -0.09
C 1.589 2.725 -4.606 -0.09
C 2.389 2.063 -3.685 -0.07
C 1.856 1.030 -2.926 -0.12
H 1.499 -5.679 -4.862 0.10
H -0.390 -5.719 -3.261 0.10
H -1.075 -3.661 -2.106 0.10
H 2.020 -1.495 -4.137 0.09
H 2.691 -3.552 -5.299 0.10
H -1.579 -0.848 -2.678 0.00
H -1.302 1.031 -4.125 0.09
H -0.373 2.875 -5.464 0.10
H 1.999 3.528 -5.207 0.10
H 3.426 2.347 -3.556 0.11
H 2.492 0.523 -2.216 0.06
O 1.701 -0.807 1.467 -0.20
C 2.108 -0.654 0.317 -0.59
O -2.177 1.632 1.636 0.09
C -1.176 2.043 1.101 -0.56
N -0.884 3.368 0.884 0.16
C 0.534 3.579 0.642 -0.26
C 0.958 2.123 0.375 -0.40
O 2.072 1.827 0.008 0.02
N -0.094 1.260 0.609 0.06
C 1.239 4.151 1.884 -0.14
C 2.326 3.543 2.497 -0.02
C 2.882 4.095 3.647 -0.07
C 2.363 5.259 4.188 -0.09
C 1.296 5.890 3.559 -0.07
C 0.744 5.341 2.415 -0.03
C 0.799 4.481 -0.557 -0.14
C 2.106 4.858 -0.858 -0.02
C 2.359 5.719 -1.913 -0.07
C 1.308 6.224 -2.671 -0.09
C 0.009 5.844 -2.380 -0.08
C -0.245 4.967 -1.330 -0.02
H -1.423 4.038 1.410 0.15
H 2.755 2.647 2.071 0.11
H 3.725 3.605 4.121 0.11
H 2.791 5.680 5.090 0.10
H 0.900 6.816 3.956 0.10
H -0.067 5.859 1.912 0.12
H 2.925 4.480 -0.259 0.12
H 3.378 6.008 -2.137 0.10
H 1.506 6.903 -3.491 0.10
H -0.815 6.224 -2.971 0.10
H -1.261 4.665 -1.108 0.11
```

Calculated values
Electronic energy in eV: -162916.955
Orbital gap in eV: 7.281
Spin multiplicity: 1
Molecular weight in g/mol: 912.6

This record from the Open Molecules 2025 dataset describes a molecular structure, C44H44F5N8NaOP2. The level of theory is ωB97M-V/def2-TZVPD.

```
105
Properties=species:S:1:pos:R:3:lowdin_charge:R:1
Na 0.541 0.325 0.232 0.14
C -1.999 2.931 -0.643 -0.22
P -1.827 1.116 -0.877 1.09
C -2.356 1.038 -2.683 -0.36
N -3.375 1.812 -3.004 0.13
C -3.909 1.770 -4.260 -0.19
C -4.955 2.636 -4.613 0.01
C -5.537 2.536 -5.857 -0.05
C -5.103 1.562 -6.771 -0.05
C -4.060 0.723 -6.460 0.00
C -3.422 0.839 -5.208 -0.20
N -2.316 0.112 -4.926 0.13
C -1.774 0.224 -3.700 -0.31
P -0.143 -0.546 -3.759 1.11
C -0.076 -1.491 -5.298 -0.16
C 1.209 0.746 -3.889 -0.62
C 2.550 0.172 -3.424 -0.06
C 1.267 1.157 -5.366 -0.08
C 0.868 1.983 -3.055 -0.07
C -3.369 0.489 0.045 -0.69
C -4.670 1.248 -0.224 -0.08
C -3.052 0.589 1.541 -0.09
C -3.548 -0.989 -0.316 -0.11
H -2.835 3.294 -1.234 0.04
H -1.079 3.436 -0.934 0.04
H -2.171 3.125 0.415 0.03
H -5.292 3.365 -3.886 0.12
H -6.341 3.207 -6.131 0.12
H -5.591 1.478 -7.734 0.11
H -3.703 -0.026 -7.156 0.12
H -0.348 -0.871 -6.144 0.05
H -0.798 -2.302 -5.213 0.08
H 0.925 -1.909 -5.417 0.07
H 2.867 -0.677 -4.033 0.08
H 2.517 -0.130 -2.375 0.08
H 3.310 0.951 -3.524 0.10
H 1.686 0.373 -5.996 0.08
H 1.907 2.038 -5.454 0.10
H 0.278 1.427 -5.743 0.09
H 0.823 1.766 -1.990 0.04
H -0.074 2.435 -3.368 0.09
H 1.658 2.724 -3.201 0.11
H -4.659 2.230 0.252 0.08
H -5.499 0.680 0.211 0.09
H -4.868 1.384 -1.281 0.05
H -2.997 1.627 1.876 0.08
H -2.117 0.095 1.802 0.04
H -3.858 0.110 2.106 0.10
H -3.739 -1.123 -1.386 0.08
H -4.403 -1.400 0.226 0.10
H -2.664 -1.567 -0.031 0.07
F 2.580 2.190 6.513 0.09
C 1.745 1.175 6.769 -0.18
C 1.519 0.842 8.081 -0.17
F 2.157 1.553 9.010 0.10
C 0.655 -0.199 8.477 -0.07
C 0.040 -0.854 7.391 -0.18
C 0.276 -0.516 6.084 -0.18
F -0.350 -1.231 5.135 0.08
C 1.136 0.519 5.696 -0.09
C 1.359 0.886 4.308 -0.19
C 0.643 0.342 3.240 -0.20
N 0.094 -0.029 2.284 0.10
C 2.313 1.830 3.862 -0.25
N 3.046 2.597 3.395 0.14
F -0.813 -1.854 7.614 0.09
C 0.438 -0.561 9.843 -0.22
C -0.404 -1.635 10.236 -0.28
N -1.065 -2.502 10.619 0.09
C 1.064 0.094 10.935 -0.28
N 1.550 0.574 11.867 0.10
C -0.376 3.473 2.631 -0.03
N 0.710 4.068 1.871 -0.16
C 1.317 5.272 2.425 -0.04
C 1.309 3.420 0.880 -0.30
O 0.950 2.341 0.392 -0.12
H -0.080 3.384 3.678 0.10
H -0.593 2.483 2.241 0.06
H -1.267 4.104 2.573 0.09
H 0.541 5.879 2.886 0.09
H 1.790 5.853 1.635 0.09
H 2.064 5.007 3.176 0.08
H 2.193 3.945 0.496 0.15
F 0.049 -5.518 -0.696 0.10
C 0.056 -4.330 -1.301 -0.26
C -1.096 -3.568 -1.291 0.03
C -1.077 -2.344 -1.936 -0.08
C 0.081 -1.883 -2.567 -0.30
C 1.228 -2.678 -2.554 -0.07
C 1.219 -3.902 -1.912 0.03
H -1.992 -3.939 -0.808 0.14
H -1.980 -1.748 -1.978 0.06
H 2.132 -2.369 -3.060 0.10
H 2.103 -4.526 -1.880 0.14
C 3.802 -2.589 2.838 -0.05
C 4.402 -1.637 2.030 -0.05
C 3.651 -1.055 1.023 -0.14
N 2.370 -1.353 0.788 0.03
C 1.803 -2.267 1.585 -0.17
C 2.474 -2.915 2.606 -0.04
H 4.355 -3.057 3.642 0.11
H 5.431 -1.342 2.184 0.11
H 4.092 -0.302 0.377 0.10
H 0.752 -2.470 1.417 0.10
H 1.957 -3.649 3.210 0.11
```

Calculated values
Electronic energy in eV: -96889.293
Orbital gap in eV: 1.567
Spin multiplicity: 1
Molecular weight in g/mol: 880.8